{"formula": "C41H53BrN2S4Tl", "method": "ωB97M-V/def2-TZVPD", "symbols": ["Tl", "C", "C", "C", "C", "C", "C", "C", "C", "C", "C", "C", "C", "C", "C", "C", "C", "C", "H", "H", "H", "H", "H", "H", "H", "H", "H", "H", "H", "H", "H", "H", "H", "H", "H", "H", "H", "H", "H", "H", "H", "H", "H", "H", "H", "H", "H", "C", "C", "S", "C", "C", "S", "C", "C", "S", "H", "H", "H", "H", "H", "H", "H", "H", "H", "H", "H", "H", "S", "C", "C", "C", "C", "C", "C", "N", "C", "C", "C", "C", "C", "C", "C", "H", "H", "H", "H", "H", "H", "H", "H", "Br", "C", "C", "C", "N", "C", "C", "H", "H", "H", "H"], "positions_angstrom": [[0.771, -0.508, 0.018], [-0.107, 2.605, 0.189], [1.029, 1.945, 0.707], [1.915, 1.672, -0.505], [1.211, 2.214, -1.594], [0.016, 2.808, -1.177], [-0.901, 3.622, -2.064], [-0.192, 4.949, -2.380], [-1.171, 2.875, -3.375], [-2.230, 3.930, -1.372], [3.387, 1.267, -0.697], [3.535, 0.436, -1.982], [4.203, 2.559, -0.910], [4.046, 0.454, 0.419], [1.474, 2.181, 2.161], [1.879, 0.941, 2.957], [0.352, 2.871, 2.952], [2.640, 3.188, 2.126], [-0.917, 2.981, 0.791], [1.590, 2.251, -2.600], [0.755, 4.775, -2.892], [0.014, 5.502, -1.464], [-0.819, 5.570, -3.022], [-0.257, 2.743, -3.955], [-1.873, 3.438, -3.992], [-1.608, 1.892, -3.180], [-2.087, 4.605, -0.527], [-2.708, 3.020, -1.015], [-2.908, 4.421, -2.071], [3.228, 0.983, -2.870], [2.955, -0.486, -1.936], [4.583, 0.166, -2.116], [3.856, 3.089, -1.796], [5.257, 2.312, -1.049], [4.124, 3.236, -0.063], [3.512, -0.472, 0.644], [4.173, 1.010, 1.341], [5.042, 0.162, 0.084], [1.002, 0.348, 3.193], [2.326, 1.252, 3.904], [2.601, 0.310, 2.449], [-0.556, 2.275, 2.976], [0.116, 3.852, 2.540], [0.680, 3.010, 3.983], [3.584, 2.733, 1.845], [2.771, 3.621, 3.119], [2.430, 4.003, 1.432], [-4.773, -0.805, 0.629], [-4.013, 0.411, 0.110], [-2.382, 0.182, -0.649], [-2.737, -0.959, -2.004], [-2.875, -2.450, -1.670], [-1.670, -3.001, -0.437], [-2.626, -4.030, 0.705], [-3.967, -3.479, 1.178], [-3.904, -1.806, 1.871], [-5.076, -1.446, -0.197], [-5.693, -0.435, 1.085], [-3.838, 1.124, 0.918], [-4.643, 0.918, -0.626], [-1.909, -0.813, -2.697], [-3.639, -0.617, -2.518], [-2.748, -3.016, -2.595], [-3.871, -2.671, -1.300], [-1.954, -4.149, 1.557], [-2.779, -5.020, 0.272], [-4.338, -4.136, 1.966], [-4.717, -3.511, 0.388], [0.396, -3.181, 4.122], [-0.735, -1.916, 4.481], [-1.413, -1.652, 5.668], [-2.241, -0.549, 5.702], [-2.399, 0.275, 4.580], [-1.737, 0.003, 3.404], [-0.892, -1.103, 3.356], [-0.145, -1.489, 2.262], [0.570, -2.541, 2.518], [1.478, -3.130, 1.527], [2.109, -4.347, 1.774], [2.961, -4.895, 0.832], [3.188, -4.230, -0.362], [2.557, -3.016, -0.614], [1.701, -2.461, 0.324], [-1.290, -2.282, 6.536], [-2.776, -0.315, 6.611], [-3.059, 1.129, 4.641], [-1.861, 0.612, 2.520], [1.932, -4.875, 2.703], [3.448, -5.840, 1.031], [3.856, -4.653, -1.100], [2.749, -2.511, -1.550], [-0.217, -2.605, -7.036], [0.096, -2.105, -5.250], [0.376, -0.786, -4.929], [0.591, -0.472, -3.598], [0.540, -1.366, -2.610], [0.278, -2.633, -2.940], [0.050, -3.052, -4.238], [0.422, -0.020, -5.689], [0.794, 0.543, -3.307], [0.252, -3.345, -2.127], [-0.156, -4.091, -4.451]], "lumo_ev": -3.39, "homo_lumo_gap_ha": 0.2562, "e_above_lowest_kcal_mol": 22.45, "total_charge": 1}

---

{"formula": "C41H54F3N5O3PRbS2", "method": "ωB97M-V/def2-TZVPD", "symbols": ["Rb", "C", "C", "C", "C", "C", "C", "C", "C", "C", "C", "C", "C", "C", "C", "C", "C", "C", "H", "H", "H", "H", "H", "H", "H", "H", "H", "H", "H", "H", "H", "H", "H", "H", "H", "H", "H", "H", "H", "H", "H", "H", "H", "H", "H", "H", "H", "C", "C", "C", "C", "N", "N", "C", "H", "H", "H", "H", "H", "H", "H", "H", "S", "P", "S", "C", "C", "C", "C", "C", "C", "C", "C", "C", "C", "C", "C", "H", "H", "H", "H", "H", "H", "H", "H", "H", "H", "F", "C", "F", "F", "C", "O", "O", "C", "N", "C", "C", "C", "N", "C", "O", "N", "H", "H", "H", "H", "H", "H", "H"], "positions_angstrom": [[1.646, -0.611, -1.222], [0.129, -3.262, 0.050], [0.889, -2.932, 1.198], [2.253, -3.261, 0.898], [2.271, -3.749, -0.431], [0.968, -3.761, -0.954], [0.550, -4.362, -2.283], [1.510, -3.943, -3.401], [0.568, -5.896, -2.172], [-0.865, -3.926, -2.672], [3.551, -3.194, 1.714], [3.411, -3.842, 3.099], [4.094, -1.764, 1.864], [4.667, -3.981, 1.003], [0.182, -2.396, 2.450], [-1.186, -1.799, 2.078], [-0.110, -3.532, 3.450], [0.931, -1.268, 3.168], [-0.941, -3.148, -0.042], [3.154, -4.078, -0.963], [2.536, -4.231, -3.163], [1.483, -2.862, -3.554], [1.236, -4.421, -4.350], [1.572, -6.248, -1.926], [0.251, -6.367, -3.111], [-0.102, -6.222, -1.373], [-0.930, -2.839, -2.745], [-1.594, -4.267, -1.934], [-1.140, -4.354, -3.642], [2.730, -3.301, 3.751], [4.386, -3.874, 3.599], [3.039, -4.865, 3.003], [3.388, -1.088, 2.337], [4.343, -1.353, 0.883], [5.013, -1.769, 2.466], [4.367, -5.016, 0.828], [5.567, -3.976, 1.626], [4.925, -3.529, 0.044], [-1.873, -2.561, 1.706], [-1.093, -1.026, 1.312], [-1.643, -1.339, 2.958], [-0.717, -4.298, 2.961], [-0.662, -3.152, 4.317], [0.798, -4.013, 3.806], [1.136, -0.435, 2.489], [1.878, -1.592, 3.593], [0.320, -0.879, 3.990], [5.260, 1.432, 2.559], [3.877, 1.908, 2.266], [2.967, 2.633, 3.009], [1.829, 2.753, 2.183], [2.029, 2.143, 1.022], [3.275, 1.641, 1.097], [0.543, 3.443, 2.488], [5.851, 2.218, 3.031], [5.758, 1.127, 1.638], [5.247, 0.569, 3.227], [3.100, 3.022, 4.005], [3.676, 1.146, 0.295], [0.712, 4.318, 3.117], [-0.166, 2.792, 3.000], [0.057, 3.767, 1.567], [-3.993, 4.620, 3.719], [-4.009, 3.460, 2.110], [-2.746, 1.941, 1.944], [-5.729, 2.879, 1.826], [-6.002, 1.550, 1.539], [-7.312, 1.136, 1.319], [-8.351, 2.050, 1.379], [-8.082, 3.383, 1.669], [-6.780, 3.793, 1.899], [-3.784, 4.541, 0.633], [-2.846, 5.570, 0.685], [-2.571, 6.335, -0.437], [-3.252, 6.103, -1.627], [-4.204, 5.092, -1.683], [-4.458, 4.309, -0.564], [-5.177, 0.850, 1.488], [-7.513, 0.094, 1.100], [-9.371, 1.726, 1.204], [-8.892, 4.102, 1.724], [-6.562, 4.823, 2.155], [-2.337, 5.758, 1.624], [-1.825, 7.119, -0.380], [-3.041, 6.706, -2.503], [-4.747, 4.903, -2.601], [-5.184, 3.509, -0.629], [6.668, 0.008, -2.853], [5.475, -0.629, -2.935], [5.656, -1.851, -2.408], [5.232, -0.804, -4.243], [4.353, 0.166, -2.192], [3.439, 0.617, -2.880], [4.519, 0.217, -0.957], [-0.745, 0.308, -5.910], [-0.936, 1.037, -4.672], [-1.553, 2.247, -4.622], [-1.701, 2.914, -3.461], [-1.179, 2.279, -2.274], [-0.582, 1.105, -2.316], [-0.431, 0.458, -3.492], [0.130, -0.629, -3.594], [-1.304, 2.893, -1.097], [-1.196, 0.876, -6.722], [-1.206, -0.676, -5.841], [0.319, 0.166, -6.099], [-1.915, 2.633, -5.566], [-2.194, 3.872, -3.412], [-1.872, 3.718, -1.016], [-1.116, 2.395, -0.237]], "lumo_ev": 3.49, "homo_lumo_gap_ha": 0.1837, "e_above_lowest_kcal_mol": 3.66, "total_charge": -2}

---

{"formula": "C41H54FN6O9P2S3Si2W", "method": "ωB97M-V/def2-TZVPD", "symbols": ["W", "O", "C", "O", "C", "C", "C", "C", "C", "C", "S", "H", "H", "H", "H", "N", "N", "H", "H", "H", "H", "N", "C", "C", "C", "C", "N", "C", "C", "H", "H", "H", "H", "C", "Si", "C", "C", "C", "Si", "C", "C", "C", "H", "H", "H", "H", "H", "H", "H", "H", "H", "H", "H", "H", "H", "H", "H", "H", "H", "H", "H", "S", "P", "S", "C", "C", "C", "C", "C", "C", "C", "C", "C", "C", "C", "C", "H", "H", "H", "H", "H", "H", "H", "H", "H", "H", "F", "C", "C", "N", "C", "C", "O", "O", "C", "O", "N", "C", "O", "H", "H", "H", "H", "C", "O", "P", "O", "C", "O", "C", "H", "H", "H", "H", "H", "H", "H", "H", "H"], "positions_angstrom": [[-0.243, 0.660, 0.181], [-2.706, 2.096, 3.467], [-2.107, 1.163, 2.946], [-1.820, 1.151, 1.677], [-1.729, -0.017, 3.776], [-2.130, -0.007, 5.115], [-1.854, -1.066, 5.953], [-1.165, -2.167, 5.445], [-0.753, -2.185, 4.130], [-1.027, -1.107, 3.267], [-0.370, -1.316, 1.663], [-2.673, 0.859, 5.467], [-2.172, -1.045, 6.987], [-0.946, -3.014, 6.083], [-0.208, -3.033, 3.735], [0.656, -2.367, -2.665], [0.971, -1.219, -3.481], [1.027, -3.217, -3.086], [-0.346, -2.442, -2.582], [0.827, -1.443, -4.465], [1.981, -1.100, -3.373], [3.268, 3.348, -5.946], [2.733, 2.967, -5.003], [2.047, 2.480, -3.814], [0.720, 2.108, -3.890], [0.104, 1.635, -2.740], [0.747, 1.532, -1.573], [2.030, 1.922, -1.506], [2.720, 2.401, -2.605], [0.160, 2.183, -4.810], [-0.932, 1.348, -2.746], [2.512, 1.866, -0.543], [3.750, 2.709, -2.500], [2.346, 0.220, 3.255], [2.160, 1.943, 2.584], [1.884, 3.012, 4.106], [3.888, 2.376, 1.946], [0.708, 2.272, 1.421], [0.689, 4.064, 0.800], [2.391, 4.834, 0.541], [-0.157, 5.123, 2.090], [-0.189, 4.545, -0.812], [2.874, 0.295, 4.210], [2.940, -0.396, 2.580], [1.400, -0.292, 3.422], [2.615, 2.774, 4.883], [0.883, 2.851, 4.517], [1.976, 4.076, 3.880], [4.596, 1.686, 2.410], [4.180, 3.390, 2.219], [4.010, 2.284, 0.865], [-0.070, 2.391, 2.187], [2.964, 4.900, 1.464], [2.245, 5.850, 0.166], [3.003, 4.297, -0.188], [0.400, 5.180, 3.023], [-1.144, 4.712, 2.322], [-0.290, 6.140, 1.710], [0.468, 5.219, -1.368], [-1.108, 5.078, -0.571], [-0.476, 3.746, -1.492], [3.628, -2.823, -2.299], [2.605, -2.499, -0.616], [2.010, -0.598, -0.074], [1.539, -3.912, -0.198], [2.191, -5.102, 0.132], [1.460, -6.249, 0.392], [0.071, -6.223, 0.321], [-0.578, -5.045, -0.013], [0.153, -3.894, -0.279], [3.827, -2.612, 0.768], [3.347, -2.848, 2.055], [4.219, -2.991, 3.120], [5.590, -2.893, 2.911], [6.072, -2.630, 1.637], [5.194, -2.490, 0.568], [3.272, -5.137, 0.172], [1.977, -7.164, 0.651], [-0.501, -7.121, 0.521], [-1.658, -5.006, -0.067], [-0.374, -2.981, -0.517], [2.277, -2.916, 2.223], [3.828, -3.172, 4.114], [6.276, -3.025, 3.738], [7.138, -2.544, 1.469], [5.566, -2.307, -0.433], [-2.424, -4.736, -6.030], [-3.110, -3.748, -5.439], [-2.504, -2.820, -4.698], [-3.183, -1.787, -4.101], [-2.473, -0.794, -3.313], [-2.139, -1.297, -1.908], [-2.465, -2.431, -1.572], [-1.522, -0.423, -1.222], [-4.551, -1.675, -4.200], [-5.196, -0.784, -3.690], [-5.149, -2.668, -4.961], [-4.555, -3.724, -5.641], [-5.197, -4.503, -6.308], [-1.435, -2.848, -4.537], [-3.114, 0.084, -3.234], [-1.544, -0.512, -3.811], [-6.155, -2.600, -5.039], [-3.833, 2.728, -2.536], [-2.610, 2.244, -1.980], [-2.484, 1.939, -0.389], [-2.891, 3.365, 0.176], [-3.930, 3.651, 1.124], [-3.802, 1.081, -0.184], [-3.993, -0.165, 0.503], [-4.590, 1.941, -2.531], [-3.623, 3.028, -3.561], [-4.192, 3.592, -1.975], [-4.105, 4.723, 1.051], [-3.613, 3.372, 2.126], [-4.837, 3.111, 0.853], [-4.403, 0.046, 1.490], [-3.065, -0.726, 0.599], [-4.706, -0.734, -0.091]], "spin_multiplicity": 3, "lumo_ev": [0.99, 1.03], "s_squared": 2.02, "homo_lumo_gap_ha": [0.2127, 0.2295], "e_above_lowest_kcal_mol": 44.99, "total_charge": -1}

---

{"formula": "C41H54NO21", "method": "ωB97M-V/def2-TZVPD", "symbols": ["C", "N", "C", "C", "C", "C", "O", "H", "H", "H", "H", "H", "H", "H", "H", "H", "H", "H", "H", "H", "H", "C", "C", "C", "O", "C", "C", "C", "O", "O", "O", "H", "H", "H", "H", "C", "C", "C", "O", "C", "C", "C", "O", "O", "O", "H", "H", "H", "H", "C", "C", "C", "O", "C", "C", "C", "O", "O", "O", "H", "H", "H", "H", "C", "C", "C", "O", "C", "C", "C", "O", "O", "O", "H", "H", "H", "H", "C", "C", "O", "C", "H", "H", "H", "H", "H", "H", "C", "C", "O", "C", "H", "H", "H", "H", "H", "H", "C", "C", "O", "C", "H", "H", "H", "H", "H", "H", "C", "C", "O", "C", "H", "H", "H", "H", "H", "H"], "positions_angstrom": [[-1.359, 0.128, -0.565], [0.080, 0.418, -0.803], [0.681, -0.907, -0.968], [0.250, 1.256, -2.034], [0.455, 1.105, 0.480], [1.994, 1.236, 0.587], [2.335, 1.978, 1.713], [-1.609, -0.428, -1.621], [-1.746, 1.186, -0.253], [-1.666, -0.488, 0.300], [0.249, -1.292, -1.981], [0.344, -1.647, -0.233], [1.764, -1.011, -0.902], [-0.267, 0.932, -2.887], [1.330, 1.161, -2.111], [-0.188, 2.206, -1.881], [0.151, 0.513, 1.286], [-0.038, 2.156, 0.472], [2.166, 1.632, -0.272], [2.584, 0.292, 0.712], [2.653, 2.868, 1.766], [6.037, -0.358, 6.034], [4.916, 0.164, 5.012], [3.578, 0.330, 5.444], [2.654, 0.577, 4.734], [3.378, 0.316, 6.900], [4.491, 0.102, 7.888], [5.760, -0.355, 7.447], [6.511, -0.893, 8.198], [4.341, 0.685, 9.187], [5.175, 0.300, 3.659], [7.070, -0.442, 5.657], [2.497, 0.818, 7.218], [3.409, 1.006, 9.444], [4.556, 0.893, 3.287], [-2.761, 2.091, 4.371], [-2.688, 1.549, 5.749], [-2.168, 0.278, 6.045], [-1.835, -0.011, 7.217], [-2.112, -0.735, 5.032], [-2.259, -0.312, 3.533], [-2.565, 1.140, 3.226], [-2.662, 1.624, 2.063], [-2.062, -1.222, 2.627], [-2.857, 2.370, 6.898], [-3.321, 3.192, 4.073], [-1.777, -1.738, 5.127], [-2.046, -2.125, 2.624], [-2.582, 1.779, 7.498], [-2.843, -3.536, -2.878], [-3.212, -4.329, -4.127], [-2.562, -5.482, -4.653], [-2.806, -5.945, -5.703], [-1.728, -6.067, -3.676], [-1.465, -5.504, -2.324], [-1.832, -4.156, -1.978], [-1.472, -3.577, -1.026], [-0.668, -6.147, -1.467], [-4.039, -3.718, -5.069], [-3.153, -2.547, -2.618], [-1.269, -7.156, -3.964], [-0.232, -6.895, -1.788], [-4.131, -4.422, -5.663], [2.383, -3.942, -5.942], [3.506, -3.911, -7.029], [4.042, -2.756, -7.449], [4.898, -2.831, -8.382], [3.875, -1.503, -6.640], [2.797, -1.538, -5.449], [2.053, -2.748, -5.194], [1.221, -2.717, -4.284], [2.459, -0.368, -4.802], [3.658, -5.086, -7.631], [1.862, -4.830, -5.621], [4.464, -0.595, -6.845], [2.819, 0.466, -5.244], [4.453, -4.906, -8.328], [-2.760, 6.579, -1.487], [-3.384, 5.533, -2.402], [-3.908, 5.800, -3.499], [-3.236, 4.058, -1.988], [-1.779, 6.140, -1.086], [-3.258, 6.637, -0.630], [-2.793, 7.505, -2.054], [-4.092, 3.494, -2.011], [-2.888, 4.007, -0.866], [-2.321, 3.599, -2.592], [-4.786, -0.076, -3.712], [-3.394, 0.310, -4.097], [-2.704, 1.114, -3.433], [-2.821, -0.370, -5.266], [-5.480, 0.303, -4.523], [-5.109, 0.437, -2.862], [-4.901, -0.975, -3.480], [-3.530, -0.780, -5.803], [-1.922, -0.804, -5.213], [-2.531, 0.425, -5.832], [-0.327, 5.065, 1.546], [-0.434, 6.619, 1.483], [-0.495, 7.190, 0.398], [-0.284, 7.373, 2.831], [0.617, 4.670, 1.929], [-0.483, 4.467, 0.582], [-1.108, 4.700, 2.098], [-1.282, 7.456, 3.287], [0.004, 8.562, 2.737], [0.276, 6.836, 3.610], [0.705, -3.673, 3.867], [1.410, -2.907, 2.782], [0.937, -1.913, 2.233], [2.918, -3.183, 2.462], [-0.302, -4.095, 3.589], [0.446, -3.057, 4.698], [1.200, -4.744, 4.051], [3.407, -3.750, 3.588], [3.466, -2.178, 2.174], [3.008, -3.942, 1.673]], "lumo_ev": -4.58, "homo_lumo_gap_ha": 0.2242, "e_above_lowest_kcal_mol": 63.23, "total_charge": 1}

---

| no. | DFT total energy (hartree) |
| --- | --- |
| 1 | -6042.6374 |
| 2 | -3555.9238 |
| 3 | -5223.9726 |
| 4 | -3228.4869 |